Formula: C49H49GeN6O2PtS3
Source: the Open Molecules 2025 dataset
Level of theory: ωB97M-V with the def2-TZVPD basis set

Output
Relative energy (zero: lowest compared OMol25 entry of this formula, charge and spin), kcal per mole: 86.2
Total energy, eV: -156907.12090
Expectation value of S²: 0.76
Multiplicity: 2
LUMO energy (alpha / beta), eV: -0.77 / -0.76
Highest occupied orbital energy (alpha / beta), eV: -6.095 / -6.057

CARTESIAN COORDINATES (ANGSTROEM)
Pt: -0.38 0.29 -0.09
N: 4.64 -6.01 3.12
C: 3.42 -5.48 2.73
C: 3.03 -5.50 1.44
C: 1.83 -4.95 0.86
C: 0.75 -4.37 1.39
C: 1.37 -4.54 3.89
C: 2.63 -4.97 3.86
S: -1.40 -2.56 0.89
O: -2.40 -2.87 1.86
O: -1.87 -2.23 -0.48
N: -0.32 -1.43 1.30
C: -0.46 -0.73 2.51
N: -0.46 -1.35 3.68
C: -0.67 -0.58 4.75
C: -0.85 0.79 4.66
C: -0.75 1.35 3.40
N: -0.54 0.59 2.33
H: 5.34 -6.12 2.40
H: 5.00 -5.75 4.02
H: 3.75 -5.92 0.74
H: 1.84 -4.99 -0.23
H: 1.00 -4.24 4.87
H: 3.15 -4.97 4.81
H: -0.67 -1.09 5.70
H: -1.04 1.39 5.54
H: -0.83 2.41 3.22
C: 2.35 1.66 1.58
C: 2.21 2.98 0.81
C: 2.76 2.79 -0.60
C: 0.81 3.58 0.99
C: 0.75 4.57 1.97
C: -0.45 5.16 2.35
C: -1.62 4.71 1.78
C: -1.63 3.72 0.79
C: -3.04 3.27 0.38
C: -3.42 1.92 0.98
C: -3.38 3.28 -1.11
C: -0.40 3.18 0.35
N: -0.33 2.25 -0.72
H: 3.39 1.34 1.58
H: 1.75 0.88 1.11
H: 2.03 1.77 2.62
H: 2.88 3.69 1.31
H: 2.21 2.03 -1.14
H: 3.81 2.47 -0.52
H: 2.74 3.71 -1.17
H: 1.67 4.89 2.45
H: -0.46 5.93 3.11
H: -2.56 5.14 2.10
H: -3.70 4.01 0.84
H: -2.79 1.12 0.59
H: -4.45 1.68 0.73
H: -3.33 1.93 2.07
H: -3.03 2.37 -1.60
H: -2.95 4.13 -1.63
H: -4.47 3.32 -1.22
S: -0.53 2.80 -2.31
C: 0.51 4.21 -2.63
C: 1.31 4.18 -3.77
C: 2.05 5.29 -4.14
C: 2.02 6.44 -3.36
C: 1.21 6.48 -2.23
C: 0.44 5.38 -1.87
H: 1.36 3.27 -4.35
H: 2.67 5.25 -5.02
H: 2.61 7.30 -3.64
H: 1.16 7.38 -1.63
H: -0.20 5.43 -1.01
S: 0.64 0.28 -4.70
C: -1.01 -0.03 -4.40
C: -1.19 -0.32 -3.09
N: -0.03 -0.35 -2.35
C: 1.00 -0.03 -3.07
H: -1.76 0.06 -5.17
H: -2.13 -0.51 -2.59
H: 2.00 0.06 -2.68
C: -1.46 -6.16 2.12
C: -1.58 -5.99 0.67
C: -1.11 -5.02 -0.12
C: -0.28 -3.87 0.41
C: 0.31 -4.42 2.83
C: -0.72 -5.52 3.03
Ge: 0.46 -2.66 -1.03
C: 0.01 -3.43 -2.77
C: -1.31 -3.44 -3.23
C: -1.61 -3.96 -4.47
C: -0.60 -4.47 -5.28
C: 0.71 -4.48 -4.83
C: 1.01 -3.96 -3.58
C: 2.32 -2.17 -0.73
C: 2.73 -1.82 0.56
C: 4.02 -1.39 0.80
C: 4.93 -1.29 -0.25
C: 4.53 -1.61 -1.53
C: 3.23 -2.03 -1.78
H: -2.12 -6.92 2.52
H: -2.18 -6.75 0.18
H: -1.34 -5.04 -1.17
H: -0.21 -3.49 3.07
H: -0.86 -5.80 4.07
H: -2.09 -3.04 -2.60
H: -2.64 -3.97 -4.82
H: -0.84 -4.87 -6.26
H: 1.49 -4.90 -5.45
H: 2.04 -4.01 -3.23
H: 2.02 -1.88 1.38
H: 4.32 -1.13 1.81
H: 5.94 -0.95 -0.06
H: 5.23 -1.53 -2.36
H: 2.94 -2.25 -2.79